Record 1
Formula: C21H18N6OSn
Source: the Open Molecules 2025 dataset
Level of theory: ωB97M-V/def2-TZVPD

orbital gap (spin up / spin down)	0.259 / 0.192	Ha
net charge	+4

Positions of all 47 atoms, in Å:
Sn (2.440, 0.521, 0.447)
C (1.334, 3.045, -3.091)
C (1.946, 2.435, -1.987)
N (1.259, 1.655, -1.159)
C (-0.065, 1.471, -1.414)
C (-0.622, 2.062, -2.528)
N (0.066, 2.845, -3.370)
C (-0.853, 0.648, -0.451)
C (-2.265, 0.520, -0.594)
C (-2.991, -0.245, 0.292)
C (-2.286, -0.861, 1.331)
C (-0.896, -0.681, 1.449)
N (-0.203, 0.067, 0.536)
C (-0.167, -1.256, 2.557)
C (-0.797, -2.052, 3.573)
N (-0.144, -2.576, 4.597)
C (1.147, -2.311, 4.651)
C (1.807, -1.494, 3.655)
N (1.168, -0.990, 2.633)
C (-4.476, -0.398, 0.154)
C (-5.055, -1.667, 0.175)
C (-6.440, -1.793, 0.035)
N (-7.049, -0.649, -0.096)
C (-6.658, 0.594, -0.127)
C (-5.274, 0.738, 0.001)
H (1.907, 3.692, -3.746)
H (2.998, 2.600, -1.786)
H (-1.661, 1.916, -2.791)
H (-2.766, 1.018, -1.412)
H (-2.823, -1.447, 2.063)
H (-1.861, -2.256, 3.558)
H (1.721, -2.740, 5.468)
H (2.870, -1.302, 3.753)
H (-4.476, -2.578, 0.263)
H (-7.006, -2.721, 0.015)
H (-7.385, 1.395, -0.233)
H (-4.874, 1.744, 0.012)
C (6.555, 0.838, -0.877)
C (5.333, 0.166, -1.375)
C (5.389, -0.690, -2.569)
O (4.244, 0.344, -0.757)
H (7.451, 0.475, -1.373)
H (6.634, 0.719, 0.205)
H (6.455, 1.911, -1.078)
H (5.869, -0.127, -3.377)
H (4.419, -1.070, -2.873)
H (6.079, -1.516, -2.358)

Cartesian forces (eV/Å) of the 2 atoms listed first:
0.22 0.03 0.50
0.11 0.14 -0.12

Atomic partial charges in e from the Mulliken method, atoms 1 to 4: number 1, Sn, carries 1.187; number 2, C, carries -0.518; number 3, C, carries -0.043; number 4, N, carries -0.198

Record 2
Formula: C34H75B3O16
Source: the Open Molecules 2025 dataset
Level of theory: ωB97M-V/def2-TZVPD

orbital gap	0.319	Ha
structure (SMILES)	C[C@H](CB1OBOBO1)OCc1ccccc1.COCCOC.COCCOC.COCCOC.COCCOC.COCCOC.COCCOC

Positions of all 128 atoms, in Å:
C (3.275, 0.867, 4.469)
C (3.135, -0.668, 3.818)
C (1.693, -0.698, 3.039)
B (0.670, -1.899, 3.508)
O (0.005, -2.679, 2.446)
B (-0.248, -4.077, 2.842)
O (-0.001, -4.686, 4.162)
B (0.496, -3.711, 5.153)
O (0.315, -2.241, 4.913)
O (3.310, -1.738, 4.810)
C (4.691, -2.243, 4.857)
C (5.104, -3.263, 3.642)
C (6.325, -4.341, 3.965)
C (6.837, -5.402, 2.798)
C (6.171, -5.419, 1.274)
C (4.937, -4.363, 0.936)
C (4.437, -3.330, 2.146)
H (4.421, 1.115, 4.692)
H (2.966, 1.593, 3.574)
H (2.579, 1.032, 5.398)
H (3.992, -0.709, 2.988)
H (1.168, 0.347, 3.135)
H (1.940, -0.904, 1.891)
H (-0.753, -4.778, 2.012)
H (1.078, -4.020, 6.129)
H (4.775, -2.879, 5.864)
H (5.452, -1.344, 4.993)
H (6.865, -4.404, 5.006)
H (7.719, -6.172, 3.031)
H (6.546, -6.150, 0.408)
H (4.416, -4.328, -0.135)
H (3.552, -2.616, 1.865)
C (-2.085, -3.164, -0.275)
O (-2.823, -4.357, -0.035)
C (-4.225, -4.108, 0.105)
C (-4.985, -4.478, -1.173)
O (-4.640, -3.603, -2.252)
C (-3.729, -4.207, -3.164)
H (-1.073, -3.443, -0.583)
H (-2.533, -2.560, -1.068)
H (-2.021, -2.578, 0.647)
H (-4.412, -3.064, 0.385)
H (-4.582, -4.744, 0.921)
H (-6.057, -4.355, -0.993)
H (-4.808, -5.526, -1.446)
H (-4.252, -4.953, -3.769)
H (-2.886, -4.674, -2.648)
H (-3.342, -3.428, -3.827)
C (-5.401, -1.056, -3.829)
O (-4.842, -1.516, -5.055)
C (-5.847, -1.839, -6.021)
C (-5.986, -0.730, -7.069)
O (-6.516, 0.466, -6.488)
C (-5.507, 1.443, -6.253)
H (-4.597, -0.630, -3.224)
H (-6.159, -0.286, -3.991)
H (-5.839, -1.899, -3.284)
H (-6.808, -2.044, -5.534)
H (-5.522, -2.756, -6.523)
H (-6.699, -1.056, -7.833)
H (-5.028, -0.534, -7.565)
H (-5.199, 1.890, -7.203)
H (-4.638, 1.017, -5.745)
H (-5.930, 2.226, -5.619)
C (6.638, 5.907, 5.564)
O (5.480, 6.421, 6.213)
C (4.273, 6.051, 5.540)
C (3.566, 4.899, 6.262)
O (4.328, 3.690, 6.178)
C (5.030, 3.411, 7.384)
H (7.493, 6.039, 6.233)
H (6.539, 4.844, 5.334)
H (6.825, 6.470, 4.643)
H (4.470, 5.796, 4.492)
H (3.618, 6.928, 5.555)
H (2.609, 4.708, 5.766)
H (3.357, 5.158, 7.307)
H (4.327, 3.064, 8.148)
H (5.573, 4.286, 7.752)
H (5.750, 2.614, 7.184)
C (-3.240, 5.976, -6.930)
O (-4.034, 4.845, -7.271)
C (-5.240, 5.214, -7.948)
C (-5.125, 4.975, -9.456)
O (-4.175, 5.865, -10.051)
C (-2.932, 5.225, -10.317)
H (-2.254, 5.621, -6.618)
H (-3.112, 6.655, -7.776)
H (-3.700, 6.510, -6.092)
H (-5.507, 6.256, -7.733)
H (-6.036, 4.576, -7.551)
H (-6.094, 5.187, -9.920)
H (-4.871, 3.930, -9.671)
H (-3.037, 4.558, -11.178)
H (-2.572, 4.659, -9.453)
H (-2.195, 5.995, -10.558)
C (-3.004, 5.569, 5.750)
O (-3.093, 4.453, 6.630)
C (-2.329, 3.336, 6.168)
C (-1.008, 3.211, 6.934)
O (-0.133, 4.304, 6.638)
C (-0.116, 5.277, 7.677)
H (-3.423, 6.441, 6.259)
H (-1.969, 5.791, 5.478)
H (-3.592, 5.374, 4.848)
H (-2.152, 3.401, 5.087)
H (-2.929, 2.440, 6.356)
H (-0.498, 2.298, 6.610)
H (-1.185, 3.132, 8.014)
H (0.447, 4.893, 8.533)
H (-1.126, 5.554, 7.992)
H (0.387, 6.172, 7.300)
C (3.737, -3.594, -5.173)
O (3.141, -4.817, -5.590)
C (3.888, -5.959, -5.159)
C (3.235, -6.622, -3.943)
O (3.306, -5.776, -2.790)
C (2.069, -5.123, -2.525)
H (3.018, -2.787, -5.343)
H (3.997, -3.608, -4.112)
H (4.631, -3.396, -5.773)
H (4.930, -5.688, -4.947)
H (3.889, -6.671, -5.989)
H (3.788, -7.536, -3.701)
H (2.197, -6.905, -4.158)
H (1.354, -5.841, -2.111)
H (1.651, -4.662, -3.424)
H (2.247, -4.340, -1.784)

Cartesian forces (eV/Å) of the 2 atoms listed first:
0.67 -0.32 -1.02
0.44 2.28 -0.64

Atomic partial charges in e from the Mulliken method, atoms 1 to 4: number 1, C, carries -1.229; number 2, C, carries 0.740; number 3, C, carries -0.929; number 4, B, carries 0.569

Record 3
Formula: C5H12NO2
Source: the Open Molecules 2025 dataset
Level of theory: ωB97M-V/def2-TZVPD

orbital gap	0.185	Ha
ΔE to the lowest compared entry with this formula, charge and spin	215.1	kcal/mol
net charge	+1

Positions of all 20 atoms, in Å:
O (1.673, 1.704, -1.238)
C (1.107, 1.223, -0.061)
C (-0.372, 1.653, 0.078)
C (-1.373, 0.614, 0.678)
C (-0.886, -0.782, 0.436)
C (-0.254, -1.602, 1.327)
N (-0.830, -1.039, -0.931)
H (1.650, 1.705, 0.771)
H (-0.804, 1.911, -0.904)
H (-0.451, 2.495, 0.762)
H (-1.565, 0.790, 1.736)
H (-2.388, 0.678, 0.225)
H (0.438, -2.350, 0.946)
H (-0.329, -1.633, 2.395)
H (-1.631, -1.435, -1.424)
H (0.135, -1.349, -1.211)
H (0.978, 0.067, -0.280)
H (1.697, -2.238, -0.892)
H (1.956, 1.036, -1.869)
O (1.250, -1.447, -0.544)

Cartesian forces (eV/Å) of the 2 atoms listed first:
0.24 0.92 -0.30
-1.00 -1.18 -0.81

Atomic partial charges in e from the Mulliken method, atoms 1 to 4: number 1, O, carries -0.491; number 2, C, carries 0.080; number 3, C, carries -0.672; number 4, C, carries -0.649

no.,molecular weight (u)
1,489.13
2,772.39
3,118.16